Density functional theory data (ωB97M-V/def2-TZVPD) for a 2-piece molecular cluster, C3H4S overall.

```
8
Properties=species:S:1:pos:R:3:nbo_charge:R:1
C -1.519 -0.457 0.559 -0.1782
H -1.433 1.772 -0.378 0.2391
H 2.810 -0.840 0.256 0.1381
H -1.655 -1.016 1.464 0.2342
S 2.326 0.369 0.153 -0.2681
C -1.411 0.686 -0.221 -0.1786
C -1.117 -0.594 -0.809 -0.1177
H 1.999 0.081 -1.025 0.1312
```

## Properties
E_HOMO = -9.02 eV
relative energy (zero: lowest compared OMol25 entry of this formula, charge and spin) = 76.92 kcal per mole
molecular weight = 72.132 g mol⁻¹
E_tot = -14006.2436 eV
maximum force = 3.8 eV Å⁻¹
multiplicity = 1
SMILES string = C1=CC=1.S


Density functional theory data (ωB97M-V/def2-TZVPD) for an isolated molecule of C3H4S2.

```
9
Properties=species:S:1:pos:R:3:nbo_charge:R:1
C -0.351 1.018 0.094 -0.5860
C -0.595 -0.463 -0.436 -0.4916
S 2.078 -0.912 0.178 -0.0462
H -1.615 -0.584 -0.540 0.2395
C 0.311 0.481 -1.161 0.0993
S 0.094 -2.065 0.204 0.1333
H -1.429 1.320 0.030 0.2637
H 2.283 -1.246 -1.035 0.1338
H 0.352 1.446 0.870 0.2542
```

## Properties
E_HOMO = -8.32 eV
relative energy (zero: lowest compared OMol25 entry of this formula, charge and spin) = 118.33 kcal per mole
molecular weight = 104.199 g mol⁻¹
E_tot = -24840.5101 eV
maximum force = 3.7 eV Å⁻¹
multiplicity = 1


Density functional theory data (ωB97M-V/def2-TZVPD) for a 2-piece molecular cluster, C3H4S2 overall.

```
9
Properties=species:S:1:pos:R:3:nbo_charge:R:1
C -0.834 -1.201 0.290 -0.5327
S -1.127 -2.757 0.822 0.1961
S -1.304 0.107 1.253 0.1301
H -0.821 1.043 0.421 0.1453
H 2.103 2.621 -0.354 0.2309
C 1.226 0.917 -1.525 -0.2168
H -1.730 -2.660 2.033 0.0607
H 0.808 0.107 -2.046 0.2431
C 1.680 1.823 -0.893 -0.2567
```

## Properties
E_HOMO = -8.95 eV
relative energy (zero: lowest compared OMol25 entry of this formula, charge and spin) = 87.05 kcal per mole
molecular weight = 104.199 g mol⁻¹
E_tot = -24841.8663 eV
maximum force = 0.6 eV Å⁻¹
multiplicity = 1


Density functional theory data (ωB97M-V/def2-TZVPD) for an isolated molecule of C3H4S2.

```
9
Properties=species:S:1:pos:R:3:nbo_charge:R:1
H 0.702 0.574 2.888 0.2335
C 0.528 0.284 1.902 -0.1662
H -1.680 -1.199 -0.008 0.1403
H 1.571 -0.945 -0.876 0.2708
C 0.531 -0.516 -0.562 -0.4383
H -0.667 1.155 -2.053 0.1329
S -0.927 -1.418 -1.095 0.0573
S 0.673 1.203 -1.876 -0.1488
C 0.646 -0.154 0.797 -0.0814
```

## Properties
E_HOMO = -9.11 eV
relative energy (zero: lowest compared OMol25 entry of this formula, charge and spin) = 59.09 kcal per mole
molecular weight = 104.199 g mol⁻¹
E_tot = -24843.0788 eV
maximum force = 3.9 eV Å⁻¹
multiplicity = 1
SMILES string = C#CC(S)S


Density functional theory data (ωB97M-V/def2-TZVPD) for a 2-piece molecular cluster, C3H4S2 overall.

```
9
Properties=species:S:1:pos:R:3:nbo_charge:R:1
S -2.193 -0.969 1.090 0.0986
C -2.288 -0.232 -0.311 0.0039
H -1.702 0.269 -2.098 0.2606
S 1.596 -0.218 0.345 0.0540
H 1.772 -1.931 2.013 0.2125
C 1.113 -1.571 1.132 -0.4557
H 0.248 -2.015 0.770 0.1906
C -2.627 0.256 -1.462 -0.6204
H -3.240 1.062 -1.666 0.2559
```

## Properties
E_HOMO = -8.86 eV
relative energy (zero: lowest compared OMol25 entry of this formula, charge and spin) = 60.92 kcal per mole
molecular weight = 104.199 g mol⁻¹
E_tot = -24842.9994 eV
maximum force = 4.2 eV Å⁻¹
multiplicity = 1
SMILES string = C=C=S.C=S


Density functional theory data (ωB97M-V/def2-TZVPD) for an isolated molecule of C3H4S2.

```
9
Properties=species:S:1:pos:R:3:nbo_charge:R:1
C 0.584 0.408 -0.182 -0.6978
C -0.641 -0.381 -0.567 -0.1387
H 0.503 0.693 0.837 0.2368
H -1.999 -2.015 0.083 0.2344
C -1.207 -1.273 0.411 -0.3858
S -0.963 -1.215 1.980 0.1524
H 1.605 -0.206 -0.136 0.2504
S -1.145 -0.397 -2.160 0.1027
H 0.784 1.376 -0.719 0.2456
```

## Properties
E_HOMO = -9.06 eV
relative energy (zero: lowest compared OMol25 entry of this formula, charge and spin) = 25.51 kcal per mole
molecular weight = 104.199 g mol⁻¹
E_tot = -24844.5349 eV
maximum force = 3.4 eV Å⁻¹
multiplicity = 1
SMILES string = CC(=S)C=S


Density functional theory data (ωB97M-V/def2-TZVPD) for an isolated molecule of C3H4S3.

```
10
Properties=species:S:1:pos:R:3:nbo_charge:R:1
C -1.084 -0.493 0.628 -0.1976
C 0.001 0.176 -0.054 -0.6293
H -1.086 -0.818 1.776 0.2328
C 1.338 -0.359 0.590 -0.2439
H 1.343 -0.474 1.751 0.2114
S 2.767 -0.685 -0.274 0.0921
H 0.193 2.098 1.219 0.1353
S -0.342 1.880 -0.142 0.1108
H -0.089 -0.313 -1.166 0.3006
S -2.544 -0.973 -0.245 -0.0121
```

## Properties
E_HOMO = -9.03 eV
relative energy (zero: lowest compared OMol25 entry of this formula, charge and spin) = 77.58 kcal per mole
molecular weight = 136.266 g mol⁻¹
E_tot = -35678.1117 eV
maximum force = 6.4 eV Å⁻¹
multiplicity = 1
SMILES string = S=CC(S)C=S


Density functional theory data (ωB97M-V/def2-TZVPD) for an isolated molecule of C3H4S4.

```
11
Properties=species:S:1:pos:R:3:nbo_charge:R:1
S -2.177 0.674 0.944 0.0259
S -1.012 -1.434 -0.792 0.3093
C -1.448 0.313 -0.681 -0.6661
H -2.255 0.433 -1.457 0.2726
C 1.100 0.136 -0.336 -0.4295
H 2.413 1.050 1.454 0.1408
C 0.635 -1.269 -0.163 -0.3872
H -1.195 0.286 1.601 0.1017
S 2.755 0.573 0.166 0.0228
H 1.138 -2.103 0.269 0.2497
S 0.045 1.343 -1.004 0.3600
```

## Properties
E_HOMO = -8.04 eV
relative energy (zero: lowest compared OMol25 entry of this formula, charge and spin) = 18.69 kcal per mole
molecular weight = 168.333 g mol⁻¹
E_tot = -46515.1702 eV
maximum force = 6.5 eV Å⁻¹
multiplicity = 1
SMILES string = SC1=CS[C@@H](S)S1


- Which value of molecular weight does entry 4 give?
  104.199 g mol⁻¹


- multiplicity of number 6 (C3H4S2)?
  1


- maximum force of number 7 (C3H4S3)?
  6.4 eV Å⁻¹